No. 1
C5H8N2 in the gas phase in a non-equilibrium geometry, computed with ωB97M-V/def2-TZVPD.

Calculated values
Structure (SMILES) = CC1(C)N[C@H]1C#N
Energy above the lowest of the compared OMol25 structures with the same formula, charge and spin = 120.8 kJ/mol
Multiplicity = 1
Max |F| = 1.18 eV/A
Kohn-Sham gap = 10.942 eV

CARTESIAN COORDINATES (ANGSTROEM)
C1 -0.039 -0.865 1.126
C2 0.125 0.264 0.132
C3 -0.303 1.606 0.683
N1 1.218 0.371 -0.814
C4 -0.101 -0.041 -1.319
C5 -0.270 -1.427 -1.721
N2 -0.368 -2.539 -2.032
H1 -1.097 -0.904 1.403
H2 0.526 -0.678 2.043
H3 0.238 -1.849 0.739
H4 0.428 1.912 1.441
H5 -0.319 2.365 -0.103
H6 -1.288 1.554 1.161
H7 1.867 -0.411 -0.798
H8 -0.625 0.672 -1.953

---

No. 2
C5H8N2 in the gas phase, computed with ωB97M-V/def2-TZVPD.

Calculated values
Structure (SMILES) = CC=C=N/C=N/C
Energy above the lowest of the compared OMol25 structures with the same formula, charge and spin = 206.0 kJ/mol
Multiplicity = 1
Max |F| = 0.59 eV/A
Kohn-Sham gap = 9.447 eV

CARTESIAN COORDINATES (ANGSTROEM)
C1 2.798 0.381 -1.016
C2 1.842 0.958 -0.004
C3 1.046 0.263 0.762
N1 0.322 -0.354 1.552
C4 -1.040 -0.564 1.203
N2 -1.495 -0.356 0.046
C5 -2.914 -0.521 -0.161
H1 3.827 0.438 -0.644
H2 2.573 -0.666 -1.234
H3 2.753 0.943 -1.955
H4 1.803 2.037 0.127
H5 -1.643 -0.906 2.053
H6 -3.084 -1.262 -0.949
H7 -3.469 -0.822 0.741
H8 -3.318 0.431 -0.522

---

No. 3
C5H8N2 in the gas phase, computed with ωB97M-V/def2-TZVPD.

Calculated values
Structure (SMILES) = Cc1cn(C)cn1
Energy above the lowest of the compared OMol25 structures with the same formula, charge and spin = 69.8 kJ/mol
Multiplicity = 1
Max |F| = 0.53 eV/A
Kohn-Sham gap = 9.414 eV

CARTESIAN COORDINATES (ANGSTROEM)
C1 -2.423 -0.296 -1.139
C2 -0.981 -0.286 -0.646
C3 0.190 0.435 -0.829
N1 1.040 0.092 0.268
C4 2.222 0.631 0.989
C5 0.320 -0.825 0.957
N2 -0.845 -1.093 0.460
H1 -2.759 -1.333 -1.261
H2 -3.026 0.101 -0.310
H3 -2.694 0.268 -2.034
H4 0.539 1.035 -1.664
H5 2.139 1.690 1.256
H6 2.260 0.089 1.944
H7 3.192 0.458 0.512
H8 0.699 -1.246 1.874

---

No. 4
C5H8N2 in the gas phase in a non-equilibrium geometry, computed with ωB97M-V/def2-TZVPD.

Calculated values
Structure (SMILES) = CC/N=C\CC#N
Energy above the lowest of the compared OMol25 structures with the same formula, charge and spin = 227.7 kJ/mol
Multiplicity = 1
Max |F| = 4.22 eV/A
Kohn-Sham gap = 10.641 eV

CARTESIAN COORDINATES (ANGSTROEM)
C1 1.507 -1.384 -0.386
C2 1.131 -0.448 0.815
N1 -0.225 -0.496 1.372
C3 -1.121 0.262 0.917
C4 -1.300 1.462 -0.178
C5 -1.498 0.904 -1.430
N2 -1.682 0.433 -2.457
H1 1.181 -2.460 -0.082
H2 1.016 -1.059 -1.439
H3 2.571 -1.204 -0.714
H4 1.785 -0.814 1.640
H5 1.362 0.593 0.433
H6 -2.075 0.244 1.482
H7 -2.208 1.831 0.192
H8 -0.446 2.137 -0.165

---

No. 5
C5H8N2 in the gas phase in a non-equilibrium geometry, computed with ωB97M-V/def2-TZVPD.

Calculated values
Structure (SMILES) = C=C1CNN=C1C
Energy above the lowest of the compared OMol25 structures with the same formula, charge and spin = 539.4 kJ/mol
Multiplicity = 1
Max |F| = 7.76 eV/A
Kohn-Sham gap = 8.590 eV

CARTESIAN COORDINATES (ANGSTROEM)
C1 -1.518 -1.548 -0.059
C2 -0.813 -0.432 0.078
C3 -0.931 0.663 1.015
N1 0.058 1.666 0.700
N2 1.016 0.885 0.161
C4 0.502 -0.155 -0.480
C5 1.547 -0.857 -1.440
H1 -2.473 -1.623 0.242
H2 -0.671 -2.369 -0.490
H3 -2.134 0.897 1.111
H4 -0.938 0.250 2.108
H5 0.569 1.648 1.707
H6 2.182 -1.639 -0.958
H7 0.902 -0.977 -2.356
H8 2.317 -0.064 -2.076

---

No. 6
C5H8N2 in the gas phase, computed with ωB97M-V/def2-TZVPD.

Calculated values
Structure (SMILES) = C/N=C/[C@H]1N=C1C
Energy above the lowest of the compared OMol25 structures with the same formula, charge and spin = 230.1 kJ/mol
Multiplicity = 1
Max |F| = 0.58 eV/A
Kohn-Sham gap = 10.503 eV

CARTESIAN COORDINATES (ANGSTROEM)
C1 -0.250 2.223 -1.639
N1 0.032 0.975 -0.962
C2 -0.958 0.298 -0.555
C3 -0.796 -1.040 0.075
N2 0.345 -1.913 -0.430
C4 0.438 -1.451 0.729
C5 1.303 -1.465 1.928
H1 -1.323 2.472 -1.681
H2 0.129 2.167 -2.665
H3 0.288 3.041 -1.147
H4 -1.997 0.651 -0.675
H5 -1.730 -1.555 0.308
H6 0.776 -1.981 2.738
H7 1.498 -0.441 2.258
H8 2.245 -1.981 1.718

---

No. 7
C5H8N2 in the gas phase in a non-equilibrium geometry, computed with ωB97M-V/def2-TZVPD.

Calculated values
Energy above the lowest of the compared OMol25 structures with the same formula, charge and spin = 435.3 kJ/mol
Multiplicity = 1
Max |F| = 1.61 eV/A
Kohn-Sham gap (spin up / spin down) = 7.889 / 7.670 eV

CARTESIAN COORDINATES (ANGSTROEM)
N1 -2.032 -0.516 0.933
C1 -0.946 0.167 0.294
C2 0.278 0.637 1.153
N2 0.692 0.890 2.222
C3 -0.366 -0.642 -0.762
C4 1.077 -0.550 -1.050
C5 1.481 0.759 -0.554
H1 -2.529 0.069 1.592
H2 -1.714 -1.345 1.421
H3 -1.294 1.169 0.010
H4 -1.046 -1.193 -1.380
H5 1.688 -1.370 -0.652
H6 1.183 -0.620 -2.144
H7 1.119 1.632 -1.067
H8 2.409 0.912 -0.015

---

No. 8
C5H8N2 in the gas phase, computed with ωB97M-V/def2-TZVPD.

Calculated values
Energy above the lowest of the compared OMol25 structures with the same formula, charge and spin = 356.6 kJ/mol
Multiplicity = 1
Max |F| = 0.71 eV/A
Kohn-Sham gap = 8.078 eV

CARTESIAN COORDINATES (ANGSTROEM)
C1 1.565 1.531 -0.942
C2 0.855 0.428 -0.175
C3 1.726 -0.521 0.372
N1 -0.249 -1.512 1.247
C4 -1.061 -0.797 0.528
N2 -2.425 -0.993 0.352
C5 -0.500 0.333 -0.159
H1 1.532 1.304 -2.012
H2 1.046 2.477 -0.764
H3 2.617 1.654 -0.661
H4 2.358 -0.092 1.173
H5 -0.697 -2.368 1.597
H6 -2.802 -0.621 -0.510
H7 -2.828 -1.884 0.606
H8 -1.135 1.059 -0.650